{"formula": "C25H66BN6O9", "method": "the ωB97M-V functional and the def2-TZVPD basis", "species": ["C", "C", "O", "B", "O", "N", "C", "C", "C", "O", "O", "H", "H", "H", "H", "H", "H", "H", "H", "H", "H", "H", "C", "C", "C", "O", "C", "N", "H", "H", "H", "H", "H", "H", "H", "H", "H", "H", "H", "C", "C", "C", "O", "C", "N", "H", "H", "H", "H", "H", "H", "H", "H", "H", "H", "H", "C", "C", "C", "O", "C", "N", "H", "H", "H", "H", "H", "H", "H", "H", "H", "H", "H", "C", "C", "C", "O", "C", "N", "H", "H", "H", "H", "H", "H", "H", "H", "H", "H", "H", "C", "C", "C", "O", "C", "N", "H", "H", "H", "H", "H", "H", "H", "H", "H", "H", "H"], "coordinates": [[-4.073576, -4.482503, 2.848301], [-2.798384, -3.659207, 2.740053], [-3.002711, -2.320738, 3.119445], [-3.548762, -1.435361, 2.213846], [-3.157493, -1.534199, 0.903004], [-4.581469, -0.460438, 2.609198], [-4.194492, 0.758255, 3.374283], [-4.792568, 0.763945, 4.784084], [-2.654867, 0.992069, 3.381575], [-2.034978, 0.573575, 4.383021], [-2.215737, 1.599633, 2.373828], [-3.897570, -5.462672, 2.398607], [-4.905044, -4.008103, 2.327242], [-4.322258, -4.646506, 3.895513], [-2.347202, -3.764253, 1.749310], [-2.078487, -4.073504, 3.451454], [-3.252022, -0.656128, 0.497615], [-5.219928, -0.984796, 3.198992], [-4.609442, 1.616237, 2.834863], [-4.951577, -0.252581, 5.148218], [-4.118874, 1.274725, 5.467476], [-5.755093, 1.283654, 4.791366], [-3.557957, 0.424920, -2.699883], [-4.301990, 1.184131, -1.604290], [-4.815579, 2.564132, -2.045239], [-3.825328, 3.570211, -2.119976], [-3.059075, 3.585267, -3.299760], [-3.433115, 1.219830, -0.432476], [-2.550239, 0.814718, -2.849666], [-3.462564, -0.622871, -2.411692], [-4.092261, 0.467326, -3.653932], [-5.191833, 0.602520, -1.338688], [-5.527690, 2.918256, -1.296330], [-5.354003, 2.491392, -3.002281], [-3.644320, 3.328873, -4.190523], [-2.216581, 2.896377, -3.214762], [-2.669111, 4.597008, -3.425765], [-3.912988, 1.606842, 0.376825], [-2.657661, 1.856564, -0.597594], [1.281250, -3.866471, 4.819235], [0.583968, -2.523400, 4.611144], [1.544531, -1.343027, 4.421505], [2.164013, -0.881297, 5.614463], [3.303144, -1.598681, 6.018950], [-0.354076, -2.282769, 5.705427], [1.695377, -3.955066, 5.825123], [0.565560, -4.679477, 4.690606], [2.091083, -4.011248, 4.099436], [0.003111, -2.602452, 3.687116], [0.963836, -0.499324, 4.044012], [2.315745, -1.578859, 3.672869], [3.884232, -1.948425, 5.157441], [3.050726, -2.459374, 6.646926], [3.926012, -0.923030, 6.607887], [-0.855019, -1.421461, 5.480871], [0.195081, -2.041782, 6.526781], [1.099920, 0.985771, -2.516134], [0.511257, 2.391674, -2.590765], [1.562165, 3.493459, -2.784659], [2.293067, 3.829492, -1.626750], [3.392134, 2.986186, -1.328431], [-0.326613, 2.603564, -1.409831], [1.567468, 0.798973, -1.549991], [0.310045, 0.244915, -2.639017], [1.845063, 0.824708, -3.298994], [-0.136717, 2.429601, -3.474173], [1.041502, 4.411362, -3.073660], [2.247201, 3.233828, -3.605609], [3.885077, 2.632171, -2.238607], [3.085323, 2.129770, -0.722358], [4.110005, 3.563500, -0.752475], [-0.813689, 3.492993, -1.486871], [0.296913, 2.730936, -0.616601], [7.239921, 4.942835, -0.181010], [7.700388, 3.517518, -0.469869], [9.132266, 3.429404, -1.012343], [9.275654, 3.790557, -2.372559], [9.392016, 5.175562, -2.626244], [6.721525, 2.877937, -1.350900], [6.997795, 5.480303, -1.098295], [6.339304, 4.926838, 0.431635], [8.005204, 5.506092, 0.356723], [7.694860, 2.970908, 0.478350], [9.454353, 2.386414, -0.956232], [9.821409, 4.017047, -0.390458], [9.944414, 5.681184, -1.827630], [8.416883, 5.654595, -2.744330], [9.942512, 5.290083, -3.559692], [6.955703, 1.895743, -1.462887], [6.834328, 3.270637, -2.281909], [-4.237256, -4.927381, -4.050619], [-3.431329, -3.959490, -3.189190], [-2.014302, -3.702190, -3.718276], [-1.089125, -4.746788, -3.477618], [-1.114779, -5.807581, -4.405616], [-3.439622, -4.424270, -1.803497], [-3.919481, -5.959708, -3.899699], [-5.292341, -4.870286, -3.784108], [-4.141988, -4.689047, -5.112528], [-3.948070, -2.994685, -3.204089], [-1.611139, -2.832102, -3.194946], [-2.034750, -3.457789, -4.790115], [-1.337710, -5.448570, -5.416384], [-1.842999, -6.576432, -4.132430], [-0.124652, -6.263979, -4.407178], [-3.005935, -3.715087, -1.215724], [-2.826920, -5.231632, -1.730465]], "forces_ev_per_angstrom": [[0.28, -0.16, -0.10], [0.48, -0.39, 0.35], [-0.82, -0.31, -0.01], [0.20, 0.41, -0.31], [0.34, -0.08, 0.18], [0.34, -0.31, 0.41], [-0.22, 0.38, -0.13], [-0.10, 0.04, -0.17], [0.01, 0.18, -0.05], [0.24, -0.12, -0.07], [-0.03, -0.25, 0.11], [-0.09, -0.03, -0.04], [-0.04, 0.01, 0.00], [-0.19, 0.15, 0.03], [-0.14, 0.28, -0.13], [0.10, 0.03, -0.01], [-0.16, 0.28, -0.46], [-0.06, 0.09, 0.05], [0.02, 0.05, 0.00], [0.15, -0.01, 0.11], [0.03, -0.05, 0.06], [-0.07, -0.08, 0.00], [-0.16, -0.11, -0.22], [0.33, 0.01, 0.01], [-0.08, -0.13, 0.18], [-0.14, 0.20, -0.14], [0.18, -0.01, 0.12], [-0.44, 0.12, 0.06], [0.00, 0.04, 0.07], [0.05, 0.01, 0.04], [0.01, 0.00, -0.01], [-0.03, 0.02, -0.02], [0.04, 0.02, 0.03], [0.05, -0.03, -0.02], [-0.09, -0.04, 0.06], [0.00, -0.03, -0.18], [-0.01, 0.00, 0.02], [0.11, -0.16, 0.14], [0.22, -0.26, 0.04], [0.00, -0.04, -0.04], [0.16, -0.12, 0.19], [-0.14, 0.10, -0.28], [0.11, -0.07, -0.02], [-0.03, 0.07, 0.06], [-0.01, 0.25, -0.13], [0.01, 0.02, 0.00], [-0.02, 0.01, 0.04], [0.01, 0.01, 0.01], [-0.02, 0.15, -0.01], [-0.03, 0.03, 0.10], [0.01, -0.05, 0.03], [0.00, -0.03, 0.01], [0.03, -0.04, -0.05], [0.00, 0.01, -0.01], [-0.32, -0.09, -0.03], [0.00, -0.06, 0.02], [0.00, -0.05, -0.11], [0.06, -0.16, 0.19], [-0.11, 0.09, -0.10], [0.08, -0.01, -0.05], [-0.14, 0.06, 0.16], [0.11, 0.32, -0.20], [0.00, 0.02, 0.01], [-0.02, 0.01, 0.05], [0.01, 0.01, 0.01], [0.04, 0.04, -0.03], [0.00, 0.01, 0.04], [0.00, -0.05, 0.02], [-0.01, -0.01, -0.01], [0.04, -0.07, -0.08], [0.01, 0.04, -0.05], [-0.06, -0.03, -0.01], [-0.16, -0.19, 0.16], [-0.01, 0.02, 0.09], [-0.09, 0.17, -0.10], [0.04, -0.16, 0.09], [0.00, 0.07, 0.01], [0.01, -0.04, -0.08], [0.25, -0.15, -0.06], [0.02, -0.02, -0.02], [-0.02, -0.01, -0.03], [0.01, 0.00, -0.01], [0.05, -0.02, -0.01], [0.00, 0.00, -0.05], [-0.04, 0.04, 0.00], [-0.02, 0.01, 0.01], [0.01, 0.03, 0.06], [0.01, -0.01, 0.00], [-0.07, -0.02, 0.08], [-0.07, 0.06, 0.02], [-0.08, 0.04, -0.04], [0.00, -0.23, 0.01], [-0.01, 0.25, 0.05], [-0.02, -0.05, -0.07], [0.06, -0.01, 0.06], [0.19, 0.15, 0.01], [0.03, 0.01, 0.01], [0.01, -0.02, 0.04], [0.02, -0.01, 0.00], [0.06, 0.04, -0.05], [0.03, -0.04, 0.04], [-0.04, -0.05, -0.01], [-0.02, -0.01, 0.00], [-0.03, 0.01, -0.06], [0.01, 0.01, 0.00], [-0.20, 0.01, 0.13], [-0.03, -0.03, -0.03]], "lowdin_charge": [-0.066, -0.268, 0.072, -0.778, 0.150, 0.139, -0.314, -0.062, -0.701, -0.049, -0.058, 0.070, 0.078, 0.074, 0.110, 0.108, 0.057, 0.089, 0.110, 0.072, 0.069, 0.062, -0.060, -0.411, -0.202, -0.180, -0.121, 0.070, 0.058, 0.060, 0.075, 0.139, 0.121, 0.115, 0.090, 0.043, 0.088, 0.077, 0.061, -0.077, -0.434, -0.190, -0.185, -0.131, 0.056, 0.058, 0.065, 0.072, 0.130, 0.128, 0.115, 0.085, 0.071, 0.081, 0.064, 0.063, -0.061, -0.439, -0.215, -0.185, -0.112, 0.066, 0.070, 0.069, 0.075, 0.118, 0.119, 0.117, 0.079, 0.080, 0.063, 0.073, 0.088, -0.067, -0.429, -0.211, -0.190, -0.111, 0.048, 0.066, 0.076, 0.077, 0.137, 0.121, 0.118, 0.089, 0.075, 0.085, 0.081, 0.077, -0.073, -0.437, -0.205, -0.184, -0.118, 0.053, 0.061, 0.073, 0.074, 0.125, 0.120, 0.117, 0.087, 0.073, 0.084, 0.071, 0.069], "charge": -1, "e_homo_ha": -0.1606, "energy_ev": -55042.2397}